A structure of composition C36H47N4NaOP2S6 in a non-equilibrium geometry, computed with ωB97M-V with the def2-TZVPD basis set.

Each line ends with the Mulliken charge.
Element x y z (Å)
Na: 9.0129 11.7666 13.1709  0.43
S: 6.5402 13.0372 14.0073  -0.44
C: 6.9614 13.1958 15.6596  -0.20
C: 6.0428 12.6115 16.5770  -0.65
C: 6.1869 12.7295 17.9581  -0.48
C: 7.2502 13.4658 18.4583  -0.67
C: 8.1338 14.0667 17.6051  -0.50
C: 8.1053 13.8612 16.2256  0.94
S: 9.4507 14.2382 15.2066  0.31
C: 10.9095 14.6638 16.3478  -1.00
C: 12.0308 15.1931 15.4852  -1.06
C: 15.6118 14.1634 16.1674  -1.53
C: 15.8855 14.6429 14.9130  -0.67
C: 15.0831 14.5006 13.7617  -0.33
C: 13.7050 14.4368 13.7732  -0.51
C: 12.9542 14.5300 12.5127  -0.71
S: 13.0015 12.7018 11.8538  0.01
C: 12.4688 13.0530 10.2093  -0.09
C: 13.4518 13.1313 9.2299  -0.37
C: 13.2082 13.6858 7.9696  -0.66
C: 11.9825 14.3767 7.8013  -0.44
C: 10.9851 14.2831 8.7371  -0.79
C: 11.1671 13.5274 9.9382  0.53
S: 9.8087 13.3129 10.9404  -0.33
N: 13.0086 14.3218 15.0292  1.17
H: 5.1718 12.1128 16.0588  0.25
H: 5.4353 12.2889 18.6302  0.29
H: 7.5044 13.5530 19.5438  0.23
H: 8.9149 14.6783 18.0479  0.18
H: 11.2128 13.8035 16.9628  0.68
H: 10.4502 15.4606 16.9514  0.56
H: 16.3032 14.3579 16.9392  0.24
H: 16.8625 15.1610 14.7509  0.21
H: 15.6402 14.4928 12.8008  0.27
H: 13.5050 15.1952 11.8066  0.53
H: 11.8662 14.7800 12.6614  0.24
H: 14.4865 12.8272 9.4528  0.33
H: 13.9227 13.6560 7.1691  0.39
H: 11.8074 14.9390 6.9013  0.32
H: 10.0411 14.8548 8.6833  0.32
C: 12.9351 6.7780 13.6420  -1.43
P: 12.4237 7.9390 12.3118  1.05
C: 13.9971 8.2752 11.4223  -1.43
C: 11.6457 6.8268 11.0307  -0.03
C: 12.2591 5.6778 10.6192  -0.14
C: 11.6698 4.7502 9.7219  -0.77
C: 10.4770 5.1210 9.1475  -0.76
C: 9.8316 6.2974 9.5562  0.03
C: 10.3591 7.1546 10.5012  -0.69
P: 9.4638 8.6869 11.0597  1.07
C: 9.0562 9.6208 9.5190  -1.13
C: 7.8593 7.8565 11.4451  -1.35
H: 12.2166 6.0133 13.9412  0.36
H: 13.1039 7.4213 14.4657  0.41
H: 13.8839 6.3253 13.4195  0.44
H: 14.5535 7.3370 11.2861  0.43
H: 14.5236 8.8612 12.1863  0.38
H: 13.7867 8.7673 10.4637  0.32
H: 13.2560 5.4221 11.0115  0.17
H: 12.1132 3.8002 9.4419  0.38
H: 10.0069 4.3667 8.5348  0.33
H: 8.8809 6.5192 9.1314  0.43
H: 7.9460 9.6808 9.3662  0.29
H: 9.6098 9.1647 8.7033  0.38
H: 9.4260 10.6012 9.7727  0.11
H: 7.5288 8.1241 12.4661  0.22
H: 7.9966 6.7505 11.3760  0.39
H: 7.1651 8.1724 10.6822  0.40
C: 8.4146 8.5430 15.9311  -0.91
O: 8.9997 9.6643 15.1820  -0.07
C: 10.3333 9.9848 15.7395  -0.12
S: 10.8895 9.3525 17.1683  -0.43
S: 11.2258 11.0211 14.7827  0.21
H: 7.5671 8.2039 15.3219  0.21
H: 7.9820 8.8572 16.9214  0.25
H: 9.2063 7.8270 16.0755  0.38
C: 14.2882 10.6220 16.4657  -0.99
N: 14.9942 11.8593 16.8470  0.18
C: 15.4432 11.8770 18.2215  -0.93
C: 14.6484 13.0463 16.3063  1.49
N: 13.4368 13.2102 15.7697  0.42
N: 11.9870 16.4572 15.0005  0.42
C: 13.2527 17.2157 15.0136  -1.16
C: 10.7931 17.3465 14.8704  -0.82
H: 13.3096 10.6927 16.9877  0.33
H: 14.8749 9.7033 16.7607  0.22
H: 14.0950 10.6260 15.4066  0.31
H: 16.0289 12.8161 18.3009  0.30
H: 16.1016 11.0066 18.3413  0.30
H: 14.5982 11.8804 18.9114  0.27
H: 12.7604 12.4123 15.7619  -0.53
H: 13.0356 18.2458 15.2405  0.64
H: 13.7462 17.0973 13.9995  0.12
H: 13.8770 16.8760 15.8539  0.18
H: 11.1722 18.3969 14.7909  0.33
H: 10.1193 17.2674 15.7380  0.21
H: 10.3154 17.0760 13.9593  0.32

charge	-2
gap between HOMO and LUMO (spin up / spin down)	3.824 / 4.241	eV



A structure of composition C36H47N5P2Ti in a non-equilibrium geometry, computed with ωB97M-V with the def2-TZVPD basis set.

Each line ends with the Mulliken spin population.
Element x y z (Å)
Ti: -0.4186 -1.5704 2.1056  1.98
C: -0.2110 1.7106 2.8511  0.05
C: -0.8492 0.9277 1.9532  -0.01
C: -0.7028 1.1180 0.4588  -0.03
C: 0.3953 0.1568 -0.0894  0.01
C: 1.8227 0.3422 0.4686  0.02
C: 2.3170 1.4844 0.9605  0.01
C: 1.5851 2.7704 1.2397  0.00
C: 0.6946 2.8119 2.5025  0.00
C: 1.4698 -1.6313 3.0213  -0.04
H: -0.2786 1.4454 3.8983  0.01
H: -1.7235 0.2931 2.2795  -0.04
H: -0.4678 2.1591 0.1664  0.00
H: -1.6689 0.9353 -0.0816  0.00
H: 0.0568 -0.9443 -0.1257  0.04
H: 0.4980 0.5129 -1.1460  -0.01
H: 2.4422 -0.5763 0.4563  -0.01
H: 3.3978 1.5033 1.1422  0.00
H: 1.0163 3.1672 0.3739  0.00
H: 2.4216 3.4843 1.3728  0.00
H: 1.3673 2.9941 3.3566  0.00
H: 0.0549 3.6951 2.3543  0.00
H: 1.3912 -0.8874 3.8660  0.00
H: 2.3098 -1.3896 2.3105  0.01
H: 1.6580 -2.6190 3.5025  0.01
P: 1.9831 -1.1177 -2.5641  0.01
P: -1.8039 0.0679 -2.4874  0.01
N: 3.3325 -0.0200 -2.9677  0.00
N: 2.6118 -2.3369 -3.7738  0.00
N: -1.9760 1.6359 -3.3128  0.00
N: -3.1645 -0.6126 -3.3705  0.00
C: 0.8407 -0.2807 -3.7053  0.00
C: -0.6089 -0.7955 -3.6667  0.00
C: 4.4218 0.2276 -2.1276  0.00
C: 5.3715 0.9695 -2.8279  0.00
C: 4.8584 1.1939 -4.1420  0.00
C: 3.6055 0.5817 -4.2017  0.00
C: 2.9619 -3.6326 -3.3789  0.00
C: 3.2636 -4.3840 -4.5151  0.00
C: 3.0994 -3.5226 -5.6449  0.00
C: 2.7320 -2.2738 -5.1601  0.00
C: -1.9304 2.9409 -2.7630  0.00
C: -1.6607 3.8641 -3.7862  0.00
C: -1.5519 3.1152 -5.0302  0.00
C: -1.7749 1.7824 -4.6983  0.00
C: -4.1351 -0.1213 -4.2542  0.00
C: -4.9141 -1.1918 -4.7083  0.00
C: -4.3677 -2.3957 -4.1299  0.00
C: -3.2927 -2.0157 -3.3474  -0.01
H: 1.1638 -0.4312 -4.7450  0.00
H: 0.8670 0.8025 -3.5308  0.00
H: -1.0023 -0.6556 -4.6913  0.00
H: -0.6341 -1.8952 -3.5407  0.00
H: 4.3767 -0.0913 -1.0947  0.00
H: 6.3066 1.3370 -2.4353  0.00
H: 5.3096 1.7440 -4.9550  0.00
H: 2.8670 0.6111 -4.9907  0.00
H: 2.9620 -3.8802 -2.3249  0.00
H: 3.5597 -5.4231 -4.5147  0.00
H: 3.2270 -3.7895 -6.6802  0.00
H: 2.5737 -1.3601 -5.7030  0.00
H: -2.1018 3.1452 -1.7070  0.00
H: -1.4988 4.9466 -3.6591  0.00
H: -1.2881 3.4438 -6.0531  0.00
H: -1.7545 0.9135 -5.3456  0.00
H: -4.2076 0.9242 -4.5257  0.00
H: -5.7765 -1.1414 -5.3642  0.00
H: -4.7096 -3.4226 -4.2617  0.00
H: -2.5650 -2.6057 -2.8082  0.00
C: -2.3965 1.3727 6.3959  0.00
N: -1.0777 1.1225 6.8901  0.00
C: -0.5065 2.0425 7.8401  0.00
C: -0.2254 0.2058 6.1595  0.01
C: -1.0655 -0.8803 5.5107  0.03
C: -1.9026 -1.5836 6.3933  0.00
C: -2.7188 -2.6196 5.9601  0.02
C: -2.6836 -3.0795 4.6481  0.01
C: -1.8120 -2.4380 3.7461  -0.24
C: -1.0704 -1.3028 4.1775  -0.11
H: -2.7770 2.2561 6.9065  0.00
H: -3.0638 0.5312 6.6147  0.00
H: -2.3979 1.5269 5.3077  0.00
H: -0.8281 1.7884 8.8677  0.00
H: 0.5954 2.0163 7.7990  0.00
H: -0.8802 3.0581 7.6331  0.00
H: 0.4260 0.7314 5.4264  0.00
H: 0.4802 -0.2635 6.8797  0.00
H: -1.9172 -1.2916 7.4409  0.00
H: -3.3991 -3.0776 6.6678  0.00
H: -3.2806 -3.9269 4.3159  0.00
H: -1.6529 -2.9322 2.7164  0.23

gap between HOMO and LUMO (spin up / spin down)	6.220 / 7.041	eV
expectation value of S²	2.01
multiplicity	3



A structure of composition C36H47N6O6SeSi2W in a non-equilibrium geometry, computed with ωB97M-V with the def2-TZVPD basis set.

Each line ends with the Mulliken charge.
Element x y z (Å)
W: -0.7009 0.2261 0.1705  2.19
O: -4.3688 0.1928 -1.8278  -0.82
C: -3.5296 -0.0553 -0.9756  -0.09
N: -2.7177 0.7704 -0.3094  0.39
C: -2.9992 2.1244 -0.1045  -0.08
C: -3.9579 2.8988 -0.7465  -0.64
C: -4.1881 4.2028 -0.3113  -0.86
C: -3.4734 4.7210 0.7528  -0.88
C: -2.4886 3.9623 1.3847  -0.44
C: -2.2314 2.6687 0.9427  0.46
N: -1.2687 1.7752 1.4599  0.19
C: -0.7126 1.9651 2.6610  0.04
O: -0.7647 2.9677 3.3789  -0.86
C: -0.1183 0.7026 3.1199  1.08
C: 0.4083 0.6112 4.4022  -0.62
C: 0.7689 -0.6095 4.9154  -1.04
C: 0.5509 -1.7198 4.1040  -1.40
C: 0.0592 -1.5439 2.8344  -0.54
N: -0.2478 -0.3497 2.2913  0.08
C: -3.4357 -1.4577 -0.3878  0.07
C: -4.2842 -2.4624 -0.8178  -0.44
C: -4.3674 -3.6294 -0.0739  -0.53
C: -3.6239 -3.7150 1.0811  -0.93
C: -2.7665 -2.6690 1.3936  -0.27
N: -2.6462 -1.5790 0.6552  0.16
H: -4.5162 2.4758 -1.5677  0.50
H: -4.9271 4.8113 -0.8210  0.38
H: -3.6673 5.7296 1.0984  0.38
H: -1.9152 4.3638 2.2023  0.51
H: 0.4892 1.5354 4.9625  0.51
H: 1.1732 -0.7130 5.9153  0.41
H: 0.7635 -2.7239 4.4497  0.44
H: -0.0987 -2.3934 2.1980  0.76
H: -4.8769 -2.2767 -1.7072  0.53
H: -5.0162 -4.4427 -0.3770  0.44
H: -3.6981 -4.5719 1.7390  0.44
H: -2.1542 -2.7059 2.2863  0.55
C: -1.4699 -2.8963 -3.1825  -1.15
C: -1.4676 -1.4156 -3.3711  -0.21
N: -1.1677 -0.4934 -2.4836  0.79
C: -1.2566 0.6971 -3.1247  -1.32
C: -1.6176 0.5205 -4.4219  0.50
N: -1.7515 -0.8290 -4.5589  -0.07
C: -1.8439 1.4062 -5.5949  0.58
O: -1.6657 2.6920 -5.4239  -0.61
O: -2.1684 0.9232 -6.6540  -0.67
C: -0.8906 1.9163 -2.3633  0.65
O: -0.8787 3.0264 -2.8776  -0.97
O: -0.5395 1.6716 -1.1676  1.03
H: -1.9752 -3.1620 -2.2571  0.02
H: -0.4452 -3.2609 -3.1085  0.09
H: -1.9676 -3.3862 -4.0217  0.46
H: -2.0227 -1.2689 -5.4240  0.27
H: -1.3640 2.9101 -4.4803  0.35
C: 2.1831 1.0391 -1.8898  -2.07
Si: 1.8413 1.1693 -0.0202  -0.09
C: 2.0649 3.0842 0.3300  2.77
C: 2.3950 3.3376 1.8137  -1.65
C: 0.7687 3.8602 0.0464  -2.63
C: 3.1419 3.7354 -0.5491  -1.93
C: 3.4639 0.2828 0.6849  2.84
C: 3.3207 -0.0179 2.1833  -1.47
C: 3.7544 -1.0411 -0.0243  -1.79
C: 4.7252 1.1238 0.4651  -2.24
H: 3.2526 0.9672 -2.1211  0.59
H: 1.7947 1.9163 -2.4202  0.39
H: 1.6927 0.1541 -2.2995  0.08
H: 1.6432 2.8998 2.4788  0.03
H: 2.4019 4.4208 2.0090  0.49
H: 3.3733 2.9479 2.1047  0.30
H: -0.0472 3.5439 0.6907  0.52
H: 0.4385 3.7735 -0.9892  0.28
H: 0.9490 4.9273 0.2485  0.65
H: 4.1540 3.4159 -0.3056  0.35
H: 3.0978 4.8241 -0.4036  0.52
H: 2.9715 3.5414 -1.6120  0.27
H: 2.4820 -0.6931 2.3637  -0.01
H: 3.1512 0.8839 2.7789  0.25
H: 4.2306 -0.5083 2.5688  0.55
H: 2.9710 -1.7601 0.1412  -0.12
H: 4.6975 -1.4606 0.3678  0.55
H: 3.8677 -0.9163 -1.1084  0.25
H: 4.7673 1.9988 1.1143  0.42
H: 4.8156 1.4639 -0.5707  0.32
H: 5.6092 0.5069 0.6878  0.53
C: 2.2630 -3.9507 1.6886  -1.09
Si: 1.0197 -3.9954 0.3057  1.02
C: 1.7521 -4.6641 -1.2565  -1.46
C: -0.4179 -5.0392 0.8409  -1.15
Se: 0.3223 -1.9281 -0.2728  0.07
H: 2.1498 -4.8355 2.3295  0.37
H: 2.1231 -3.0567 2.2979  0.10
H: 3.2866 -3.9304 1.3036  0.37
H: 2.5127 -5.4211 -1.0303  0.41
H: 2.2200 -3.8504 -1.8184  0.32
H: 0.9778 -5.1226 -1.8808  0.29
H: -0.1290 -6.0992 0.8803  0.52
H: -1.2595 -4.9267 0.1527  0.18
H: -0.7536 -4.7385 1.8401  0.26

charge	-1
gap between HOMO and LUMO (spin up / spin down)	5.541 / 5.347	eV
energy relative to the best compared isomer or geometry (same formula, charge and spin)	159.9	kJ/mol



A structure of composition C36H48BClFeN7S3, computed with ωB97M-V with the def2-TZVPD basis set.

Each line ends with the Mulliken spin population.
Element x y z (Å)
Fe: 1.8363 -2.5129 0.3190  1.26
C: 3.0328 0.3425 4.3229  0.00
C: 2.4246 0.5827 2.9791  0.01
C: 2.3160 1.8157 2.4246  0.01
C: 1.7274 2.0114 1.1365  0.00
N: 1.2175 1.0186 0.4729  -0.01
N: 1.2623 -0.2120 1.0480  0.02
B: 0.3154 -1.2723 0.4843  -0.28
N: -0.3378 -0.8600 -0.8768  -0.01
N: -1.3981 -0.0798 -0.7626  0.00
C: -2.0644 0.2317 -1.8574  0.00
C: -1.7080 -0.3320 -3.0949  0.00
C: -0.6194 -1.1641 -3.2125  0.00
C: -0.2889 -1.8591 -4.4954  0.00
C: 0.1039 -1.3627 -2.0230  0.00
S: 1.6345 -2.2603 -1.9330  -0.03
C: -3.2372 1.1817 -1.7232  0.00
C: -4.5227 0.4239 -2.0890  0.00
C: -3.3435 1.7147 -0.2959  0.00
C: -3.0251 2.3535 -2.6936  0.00
N: -0.7780 -1.7263 1.4541  0.00
N: -1.4064 -0.8421 2.2306  0.00
C: -2.3604 -1.2992 2.9998  0.00
C: -2.7227 -2.6750 2.9739  0.00
C: -2.0663 -3.5734 2.1838  0.00
C: -2.3712 -5.0333 2.1315  0.00
C: -1.0069 -3.0355 1.4116  0.02
S: 0.0661 -3.9145 0.3918  -0.04
C: -3.0671 -0.3217 3.9211  0.00
C: -4.5529 -0.2739 3.5377  0.00
C: -2.4649 1.0773 3.8006  0.00
C: -2.9198 -0.8150 5.3681  0.00
C: 1.8929 -0.5069 2.2152  0.02
S: 2.0009 -2.1502 2.6363  -0.03
C: 1.6438 3.4051 0.5413  0.00
C: 0.7644 4.2598 1.4670  0.00
C: 3.0531 4.0057 0.4525  0.00
C: 1.0257 3.3718 -0.8539  0.00
H: 3.8084 1.0770 4.5310  0.00
H: 3.4546 -0.6575 4.3946  0.00
H: 2.2672 0.4331 5.0965  0.00
H: 2.6981 2.6766 2.9579  0.00
H: -2.3084 -0.1170 -3.9697  0.00
H: -0.7076 -1.3136 -5.3387  0.00
H: -0.7305 -2.8585 -4.4840  0.00
H: 0.7813 -1.9677 -4.6469  0.00
H: -4.6916 -0.4152 -1.4117  0.00
H: -4.4995 0.0428 -3.1112  0.00
H: -5.3747 1.0990 -2.0102  0.00
H: -3.5059 0.9095 0.4211  0.00
H: -4.1842 2.4059 -0.2373  0.00
H: -2.4380 2.2467 0.0018  0.00
H: -3.0014 2.0304 -3.7356  0.00
H: -2.0977 2.8868 -2.4744  0.00
H: -3.8498 3.0587 -2.5909  0.00
H: -3.5264 -3.0173 3.6132  0.00
H: -3.2156 -5.2791 2.7708  0.00
H: -1.5040 -5.6126 2.4540  0.00
H: -2.6010 -5.3417 1.1102  0.00
H: -4.6848 0.0783 2.5128  0.00
H: -5.0777 0.4142 4.2007  0.00
H: -5.0347 -1.2486 3.6301  0.00
H: -2.5441 1.4620 2.7833  0.00
H: -1.4108 1.0820 4.0823  0.00
H: -3.0003 1.7527 4.4681  0.00
H: -3.3830 -1.7905 5.5222  0.00
H: -3.4092 -0.1119 6.0422  0.00
H: -1.8691 -0.8845 5.6555  0.00
H: 1.1822 4.3419 2.4715  0.00
H: -0.2415 3.8427 1.5478  0.00
H: 0.6840 5.2690 1.0625  0.00
H: 3.5280 4.0989 1.4298  0.00
H: 2.9942 5.0067 0.0247  0.00
H: 3.6996 3.4034 -0.1887  0.00
H: 0.0294 2.9268 -0.8399  0.00
H: 1.6507 2.8023 -1.5427  0.00
H: 0.9456 4.3903 -1.2343  0.00
C: 6.3780 -3.2454 0.4362  0.00
C: 4.9761 -2.8893 0.3064  0.02
N: 3.8682 -2.6173 0.2039  0.03
H: 6.5265 -3.7826 1.3719  0.00
H: 6.9828 -2.3397 0.4378  0.00
H: 6.6723 -3.8792 -0.3988  0.00
Cl: 2.0231 1.0784 -7.9445  0.00
C: 2.2625 0.5376 -6.3258  0.00
C: 3.0514 -0.5816 -6.0862  0.00
C: 3.2342 -1.0161 -4.7853  0.00
C: 2.6339 -0.3462 -3.7219  0.00
C: 2.7780 -0.8502 -2.3233  0.00
C: 1.8616 0.7811 -3.9802  0.00
C: 1.6729 1.2294 -5.2783  0.00
H: 3.5166 -1.0971 -6.9147  0.00
H: 3.8471 -1.8910 -4.6004  0.00
H: 2.5851 -0.0743 -1.5818  0.00
H: 3.7591 -1.2836 -2.1333  0.00
H: 1.4023 1.3202 -3.1598  0.00
H: 1.0811 2.1112 -5.4831  0.00

charge	+2
gap between HOMO and LUMO (spin up / spin down)	7.510 / 7.456	eV
expectation value of S²	0.78
multiplicity	2
energy relative to the best compared isomer or geometry (same formula, charge and spin)	0.0	kJ/mol